{"formula": "C3H5N3O", "method": "ωB97M-V/def2-TZVPD", "spin_multiplicity": 1, "e_tot_ha": -356.74851, "smiles": "O/C=C1\\N=CNN1", "gap_ev": 8.6, "symbols": ["O", "C", "C", "N", "N", "C", "N", "H", "H", "H", "H", "H"], "xyz": [[-2.389, 0.636, 1.235], [-1.651, 0.199, 0.159], [-0.315, 0.163, 0.104], [0.370, -0.116, -1.114], [1.598, -0.703, -0.687], [1.701, -0.255, 0.628], [0.644, 0.263, 1.134], [-2.592, 1.567, 1.067], [-0.150, -0.749, -1.711], [-2.213, -0.200, -0.688], [2.361, -0.400, -1.287], [2.636, -0.407, 1.159]], "nbo_charge": [-0.69, 0.00, 0.21, -0.45, -0.46, 0.25, -0.44, 0.48, 0.38, 0.15, 0.38, 0.20]}

---

{"formula": "C3H5N3O", "method": "ωB97M-V/def2-TZVPD", "spin_multiplicity": 1, "e_tot_ha": -356.75466, "gap_ev": [8.3, 8.3], "symbols": ["N", "C", "N", "C", "O", "C", "N", "H", "H", "H", "H", "H"], "xyz": [[0.636, -0.308, 2.214], [0.886, 0.446, 1.153], [-0.196, 0.936, 0.530], [-0.613, 0.665, -0.639], [-1.561, 1.413, -1.263], [-0.065, -0.420, -1.466], [0.715, -1.264, -0.918], [-0.287, -0.646, 2.471], [1.416, -0.683, 2.730], [-1.754, 2.163, -0.681], [-0.336, -0.400, -2.527], [1.096, -1.908, -1.613]], "nbo_charge": [-0.78, 0.27, -0.51, 0.45, -0.67, 0.04, -0.57, 0.37, 0.39, 0.49, 0.18, 0.35]}

---

{"formula": "C3H5N3O", "method": "ωB97M-V/def2-TZVPD", "spin_multiplicity": 1, "e_tot_ha": -356.69361, "smiles": "N#[N+][O-].CC#CN", "gap_ev": 9.4, "symbols": ["C", "C", "C", "N", "N", "N", "O", "H", "H", "H", "H", "H"], "xyz": [[0.354, 1.032, 1.658], [0.483, 0.226, 0.444], [0.728, -0.437, -0.535], [1.178, -1.207, -1.564], [-1.926, -0.992, -1.522], [-2.160, -0.389, -0.602], [-2.354, 0.251, 0.374], [1.362, 1.161, 2.064], [-0.258, 0.545, 2.423], [-0.063, 2.026, 1.465], [2.107, -0.925, -1.849], [0.551, -1.291, -2.354]], "nbo_charge": [-0.67, -0.10, 0.13, -0.84, -0.09, 0.44, -0.34, 0.23, 0.23, 0.23, 0.39, 0.39]}

---

{"formula": "C3H5N3O", "method": "ωB97M-V/def2-TZVPD", "spin_multiplicity": 1, "e_tot_ha": -356.70856, "gap_ev": 9.4, "symbols": ["N", "C", "C", "N", "C", "O", "N", "H", "H", "H", "H", "H"], "xyz": [[1.819, -0.150, 0.052], [0.451, -0.216, 0.142], [-0.462, 0.875, 0.381], [-1.545, 0.621, -0.510], [-1.650, -0.757, -0.590], [-0.526, 0.010, 1.468], [-0.331, -1.173, -0.522], [2.391, -0.935, -0.224], [2.284, 0.744, 0.078], [-0.132, 1.884, 0.618], [-2.381, 1.159, -0.350], [-0.063, -2.148, -0.540]], "nbo_charge": [-0.81, 0.48, 0.15, -0.64, 0.25, -0.58, -0.64, 0.40, 0.40, 0.19, 0.40, 0.41]}

---

{"formula": "C3H5N3O", "method": "ωB97M-V/def2-TZVPD", "spin_multiplicity": 1, "e_tot_ha": -356.80614, "smiles": "OCc1nc[nH]n1", "gap_ev": 10.9, "symbols": ["O", "C", "C", "N", "N", "C", "N", "H", "H", "H", "H", "H"], "xyz": [[1.675, 2.047, -0.487], [0.460, 1.378, -0.716], [0.065, 0.145, 0.062], [0.626, -1.042, -0.016], [-0.301, -1.837, 0.544], [-1.382, -1.125, 0.907], [-1.175, 0.140, 0.638], [2.445, 1.467, -0.538], [0.343, 1.117, -1.779], [-0.318, 2.092, -0.453], [-0.131, -2.827, 0.566], [-2.307, -1.555, 1.272]], "nbo_charge": [-0.71, -0.10, 0.26, -0.28, -0.35, 0.17, -0.48, 0.47, 0.17, 0.21, 0.41, 0.21]}

---

{"formula": "C3H5N3O", "method": "ωB97M-V/def2-TZVPD", "spin_multiplicity": 1, "e_tot_ha": -356.70126, "gap_ev": 9.4, "symbols": ["N", "C", "N", "C", "O", "C", "N", "H", "H", "H", "H", "H"], "xyz": [[-1.669, -0.872, 0.933], [-0.591, -1.643, 1.131], [0.374, -2.263, 1.326], [1.593, 0.563, 0.012], [1.689, -0.569, -0.620], [0.726, 1.490, -0.747], [-0.546, 1.394, -0.655], [-2.486, -1.371, 0.607], [-1.451, -0.020, 0.395], [2.131, -1.215, -0.038], [1.242, 2.326, -1.237], [-1.011, 2.180, -1.106]], "nbo_charge": [-0.87, 0.45, -0.46, 0.26, -0.61, 0.00, -0.68, 0.40, 0.45, 0.52, 0.18, 0.35]}

---

{"formula": "C3H5N3O", "method": "ωB97M-V/def2-TZVPD", "spin_multiplicity": 1, "e_tot_ha": -356.67348, "gap_ev": 9.7, "symbols": ["O", "C", "C", "N", "N", "C", "N", "H", "H", "H", "H", "H"], "xyz": [[1.716, 0.585, 1.433], [1.551, 1.396, 0.310], [0.294, -0.313, -0.739], [-0.155, -1.467, -0.837], [-1.555, -1.567, -0.695], [-2.321, -0.539, -0.485], [0.842, 0.766, -0.788], [2.323, -0.131, 1.202], [2.508, 1.721, -0.115], [0.988, 2.275, 0.632], [-1.820, -2.537, -0.848], [-3.351, -0.933, -0.488]], "nbo_charge": [-0.70, 0.09, 0.67, -0.40, -0.39, -0.13, -0.47, 0.47, 0.17, 0.20, 0.39, 0.12]}

---

{"formula": "C3H5N3O", "method": "ωB97M-V/def2-TZVPD", "spin_multiplicity": 1, "e_tot_ha": -356.73615, "smiles": "[H]/N=C1\\O[C@@H]1/N=C\\N", "gap_ev": 10.2, "symbols": ["C", "C", "C", "N", "N", "N", "O", "H", "H", "H", "H", "H"], "xyz": [[0.748, 0.640, -0.429], [1.700, -0.327, 0.044], [-1.486, 0.728, 0.449], [-0.304, 1.219, 0.354], [1.927, -1.531, 0.277], [-1.921, -0.407, -0.213], [2.151, 1.008, -0.003], [0.609, 0.734, -1.427], [-2.130, 1.373, 0.889], [2.808, -1.845, 0.716], [-1.256, -0.980, -0.599], [-2.847, -0.612, -0.060]], "nbo_charge": [0.12, 0.54, 0.29, -0.50, -0.69, -0.81, -0.47, 0.18, 0.18, 0.37, 0.40, 0.39]}

---

{"formula": "C3H5N3O", "method": "ωB97M-V/def2-TZVPD", "spin_multiplicity": 1, "e_tot_ha": -356.69648, "gap_ev": [7.1, 7.1], "symbols": ["N", "C", "C", "N", "C", "O", "N", "H", "H", "H", "H", "H"], "xyz": [[-1.369, -0.768, -0.609], [-0.468, 0.480, -0.485], [0.800, -0.056, -0.075], [1.928, 0.674, -0.010], [-0.601, -1.433, 0.274], [-1.041, 1.670, -0.181], [0.766, -1.377, 0.067], [-1.389, 1.692, 0.725], [-2.336, -0.611, -0.340], [1.931, 1.602, -0.408], [2.806, 0.176, -0.022], [-1.027, -2.050, 1.065]], "nbo_charge": [-0.56, 0.11, 0.29, -0.79, 0.37, -0.69, -0.54, 0.45, 0.39, 0.40, 0.40, 0.18]}

---

{"formula": "C3H5N3O", "method": "ωB97M-V/def2-TZVPD", "spin_multiplicity": 1, "e_tot_ha": -356.79892, "smiles": "OCc1nc[nH]n1", "gap_ev": 10.6, "symbols": ["O", "C", "C", "N", "N", "C", "N", "H", "H", "H", "H", "H"], "xyz": [[-1.992, 1.016, -0.545], [-1.756, -0.163, 0.185], [-0.253, -0.285, 0.170], [0.340, 0.703, -0.478], [1.635, 0.437, -0.378], [1.788, -0.675, 0.355], [0.618, -1.174, 0.705], [-1.074, 1.219, -0.942], [-2.254, -1.042, -0.257], [-2.113, -0.129, 1.231], [2.299, 1.138, -0.668], [2.762, -1.045, 0.622]], "nbo_charge": [-0.73, -0.10, 0.30, -0.35, -0.33, 0.19, -0.46, 0.49, 0.18, 0.19, 0.42, 0.21]}

---

{"formula": "C3H5N3O", "method": "ωB97M-V/def2-TZVPD", "spin_multiplicity": 1, "e_tot_ha": -356.67910, "smiles": "CNc1conn1", "gap_ev": 9.3, "symbols": ["C", "C", "C", "H", "H", "H", "H", "H", "N", "N", "N", "O"], "xyz": [[0.138, 1.871, -0.534], [-0.173, -0.606, 0.088], [-0.084, -1.951, 0.206], [0.020, 2.302, -1.629], [1.098, 1.988, -0.152], [-0.636, 2.195, 0.203], [0.186, -0.237, -1.613], [0.275, -2.621, -0.683], [-0.227, 0.405, -0.940], [-0.144, -1.020, 2.205], [-0.432, -0.053, 1.372], [-0.022, -2.273, 1.478]], "nbo_charge": [-0.39, 0.18, 0.02, 0.22, 0.19, 0.23, 0.38, 0.22, -0.64, 0.10, -0.22, -0.30]}

---

{"formula": "C3H5N3O", "method": "ωB97M-V/def2-TZVPD", "spin_multiplicity": 1, "e_tot_ha": -356.67432, "smiles": "O/N=C1/CNC=N1", "gap_ev": 8.8, "symbols": ["C", "C", "C", "H", "H", "H", "H", "H", "N", "N", "N", "O"], "xyz": [[0.380, 0.362, -0.072], [-0.838, 1.193, -0.016], [-1.324, -1.153, 0.192], [1.560, -1.001, -0.039], [-1.245, 1.845, 0.830], [-0.934, 1.952, -0.852], [-2.627, 0.566, 0.585], [-1.931, -2.001, 0.319], [1.519, 0.739, 0.134], [-1.902, 0.176, -0.159], [-0.033, -1.063, -0.212], [2.347, -0.343, 0.025]], "nbo_charge": [0.25, -0.28, 0.31, 0.47, 0.21, 0.22, 0.37, 0.21, -0.09, -0.59, -0.54, -0.55]}